Record 1
{
  "formula": "C15H20N4O4",
  "method": "ωB97M-V with the def2-TZVPD basis set",
  "smiles": "CCOC(=O)CCCCC(=O)c1[nH]c(=O)[nH]c1Cn1ccnc1",
  "orbital_gap_ev": 8.74,
  "homo_energy_ev": -8.37,
  "relative_energy_kcal_mol": 4.45,
  "symbols": ["C", "C", "H", "H", "C", "H", "N", "H", "H", "C", "H", "C", "H", "H", "H", "C", "H", "O", "H", "C", "C", "O", "H", "H", "H", "H", "N", "C", "O", "C", "H", "C", "C", "C", "C", "H", "C", "H", "H", "H", "N", "N", "O"],
  "coordinates": [[1.793, 0.569, -0.741], [3.855, -1.954, -0.566], [-2.545, 2.016, -0.715], [-2.929, -2.952, -2.480], [-2.973, -2.419, -0.403], [0.607, -1.168, -0.833], [2.967, 1.131, -0.330], [-4.060, -1.646, -2.093], [-2.000, -2.870, -0.182], [-0.568, 1.376, -1.030], [1.332, -2.176, 1.398], [-2.049, -0.696, 0.938], [-0.339, 0.987, 1.687], [1.818, -1.051, -2.126], [5.304, -3.083, 0.649], [0.839, 1.552, -0.734], [-3.328, 0.954, 1.393], [-3.132, -1.250, 0.409], [-3.773, -3.100, -0.101], [-1.273, 1.509, 1.907], [2.293, -2.241, 0.927], [-0.950, 0.419, -1.681], [3.833, 0.635, -0.183], [-1.210, 1.873, 2.934], [1.063, 3.635, -0.286], [-2.309, 3.288, 1.289], [1.474, 2.719, -0.314], [4.325, -2.676, 0.492], [-0.926, -1.121, 0.814], [-1.418, 2.727, 0.994], [-2.322, -1.323, -2.130], [-2.419, 0.502, 1.789], [2.801, 2.484, -0.067], [-3.079, -2.061, -1.877], [-1.547, 2.403, -0.500], [-2.660, 0.094, 2.774], [1.640, -0.882, -1.057], [4.317, -1.640, -1.480], [-1.420, 3.323, -1.078], [-0.558, 3.375, 1.171], [3.340, -2.844, 1.413], [2.542, -1.685, -0.282], [3.643, 3.267, 0.293]],
  "mulliken_charge": [0.828, -0.405, 0.341, 0.375, -0.236, 0.119, -0.091, 0.300, 0.245, 0.278, 0.528, 0.502, 0.262, 0.210, 0.433, -0.015, 0.355, -0.370, 0.339, -0.637, -0.181, -0.643, 0.207, 0.530, 0.259, 0.413, -0.027, -0.485, -0.486, -0.867, 0.197, -0.607, -0.006, -0.942, -1.001, 0.340, -0.316, 0.504, 0.439, 0.440, -0.650, 0.189, -0.667]
}

Record 2
{
  "formula": "C15H20N4OS2",
  "method": "ωB97M-V with the def2-TZVPD basis set",
  "smiles": "NC(=O)CSc1nnc(Cc2cccs2)n1C1CCCCC1",
  "orbital_gap_ev": 9.17,
  "homo_energy_ev": -8.61,
  "relative_energy_kcal_mol": 0.00,
  "symbols": ["C", "H", "C", "H", "C", "H", "H", "N", "C", "H", "H", "H", "C", "H", "H", "N", "C", "C", "N", "C", "H", "N", "C", "C", "H", "H", "S", "C", "S", "H", "H", "C", "H", "H", "C", "C", "O", "H", "H", "H", "C", "H"],
  "coordinates": [[-3.883, 1.632, -1.511], [-1.413, -2.777, 1.684], [4.039, 0.795, -1.438], [0.586, -1.385, 2.158], [-4.423, 1.010, -0.435], [0.145, -3.694, -0.774], [5.331, 2.328, 1.228], [4.715, 2.083, 0.470], [-0.631, -1.068, -1.068], [-1.362, 3.171, 1.727], [-1.495, 1.522, 2.367], [-4.278, 1.714, -2.503], [-0.018, 1.840, 0.861], [3.570, 1.703, -1.813], [0.046, -3.772, 1.694], [0.401, 0.622, 0.384], [1.661, 0.881, -0.074], [-0.788, -3.435, -0.268], [1.966, 2.140, 0.119], [-2.459, 1.808, 0.494], [1.336, -1.937, 0.654], [0.913, 2.733, 0.702], [5.083, 1.101, -0.365], [-0.478, -2.981, 1.155], [-1.143, -0.268, -1.608], [-3.863, 0.679, 1.667], [2.710, -0.287, -0.822], [-0.343, -0.619, 0.366], [-2.366, 2.360, -1.148], [-1.297, -0.413, 0.863], [-1.416, -4.327, -0.243], [-1.491, -2.326, -1.044], [4.506, 0.230, -2.244], [-2.452, -2.100, -0.574], [0.382, -1.721, 1.138], [-1.354, 2.111, 1.456], [6.142, 0.516, -0.315], [-5.367, 0.496, -0.452], [0.312, -1.276, -1.577], [3.766, 2.455, 0.439], [-3.605, 1.109, 0.714], [-1.688, -2.653, -2.066]],
  "mulliken_charge": [-0.453, 0.325, -0.740, 0.315, -0.516, 0.336, 0.207, -0.299, -0.288, 0.330, 0.250, 0.459, 0.640, 0.396, 0.396, 0.878, 0.365, -0.645, -0.305, 0.312, 0.247, -1.002, 0.518, -0.708, 0.232, 0.457, -0.108, -0.707, -0.133, 0.025, 0.351, -0.694, 0.369, 0.299, -0.586, -0.827, -0.640, 0.411, 0.265, 0.291, -0.391, 0.369]
}

Record 3
{
  "formula": "C15H20NO3S",
  "method": "ωB97M-V with the def2-TZVPD basis set",
  "smiles": "CCSCN[C@@](CC=O)(Cc1cccc(C)c1)C(=O)[O-]",
  "orbital_gap_ev": 7.35,
  "homo_energy_ev": -4.47,
  "total_charge": -1,
  "symbols": ["O", "H", "H", "N", "C", "O", "H", "C", "H", "C", "H", "H", "C", "C", "C", "C", "H", "H", "H", "H", "H", "H", "C", "H", "S", "C", "H", "C", "C", "C", "H", "H", "O", "H", "H", "C", "C", "H", "H", "C"],
  "coordinates": [[-1.358, -2.812, 2.010], [5.071, 1.120, 1.276], [-1.713, 3.740, 1.841], [0.885, -0.934, -0.820], [-0.293, -1.765, -1.062], [0.790, -2.316, -3.125], [-1.927, -0.662, -1.897], [-1.590, -0.919, -0.892], [0.497, -3.685, -0.382], [-3.254, 3.770, -0.404], [-0.312, 1.885, 2.676], [-3.836, 4.225, 0.400], [-1.548, 0.368, -0.092], [-2.404, 2.644, 0.129], [-0.886, 1.759, 1.766], [4.068, 0.751, 1.499], [-2.375, -1.558, -0.482], [-0.197, -0.226, 1.473], [2.304, -2.456, -1.286], [-2.902, 1.314, -1.453], [1.015, -0.333, -1.626], [-1.256, -3.542, -0.410], [-0.298, -2.377, -2.528], [-2.634, 4.544, -0.863], [3.542, -0.520, -0.940], [-0.823, 0.559, 1.084], [2.230, -1.938, 0.436], [-0.337, -3.014, -0.154], [-0.366, -2.735, 1.318], [3.188, 0.805, 0.250], [4.175, -0.279, 1.841], [2.130, 0.782, 0.505], [-1.395, -2.857, -2.884], [0.596, -2.447, 1.790], [3.374, 1.731, -0.297], [-1.670, 2.802, 1.297], [-2.329, 1.432, -0.539], [3.646, 1.357, 2.303], [-3.952, 3.403, -1.158], [2.144, -1.614, -0.605]],
  "mulliken_charge": [-0.547, 0.310, 0.360, 0.035, 0.898, -0.697, 0.416, -1.418, 0.535, -1.470, 0.387, 0.372, 0.523, 0.719, -0.920, -1.157, 0.360, 0.404, 0.322, 0.305, 0.377, 0.572, 0.104, 0.287, -0.138, 0.027, 0.186, -1.383, -0.062, 0.248, 0.304, -0.312, -0.752, 0.336, 0.412, -0.445, -0.601, 0.334, 0.349, -0.581]
}

Record 4
{
  "formula": "C15H21AsDyN6O3S4",
  "method": "ωB97M-V with the def2-TZVPD basis set",
  "orbital_gap_ev": [5.22, 5.22],
  "homo_energy_ev": [-3.55, -3.54],
  "total_charge": -1,
  "relative_energy_kcal_mol": 35.72,
  "spin_multiplicity": 6,
  "symbols": ["H", "H", "O", "S", "S", "C", "C", "H", "Dy", "H", "S", "N", "C", "O", "N", "As", "C", "S", "C", "O", "H", "H", "C", "C", "H", "C", "C", "H", "N", "H", "H", "C", "C", "C", "H", "N", "H", "C", "H", "H", "H", "H", "H", "H", "N", "H", "H", "C", "C", "H", "N"],
  "coordinates": [[-0.536, -2.019, -3.108], [4.898, 3.533, -1.814], [3.946, 0.395, -1.171], [1.048, 5.077, 0.375], [0.498, 1.947, 2.624], [-0.394, -1.468, -2.193], [5.381, 2.063, 0.511], [5.187, 1.274, 1.237], [0.770, 2.391, 0.081], [-0.199, 0.669, -2.655], [0.069, 5.108, 3.949], [-1.939, 2.201, -0.120], [-2.849, -3.491, -0.070], [3.126, 2.825, 0.977], [-0.286, -2.090, -0.966], [-0.339, 3.979, 2.234], [3.369, 1.442, -0.928], [-0.049, 4.522, -1.293], [-3.556, -2.755, -1.018], [2.185, 1.775, -1.315], [4.729, 4.585, -0.392], [-3.078, -2.292, -1.871], [-4.847, -3.931, 1.246], [0.061, -1.419, 1.421], [-2.415, 1.528, 0.473], [-0.224, -0.148, -1.952], [-4.913, -2.627, -0.803], [3.299, 4.126, -1.334], [-0.042, 0.064, -0.602], [-2.265, 3.124, 0.143], [5.897, 2.889, 1.006], [4.260, 3.778, -0.961], [-0.081, -1.120, -0.026], [-3.473, -4.072, 1.045], [0.342, -0.514, 1.952], [-1.541, -3.841, 0.087], [-0.466, -3.999, -1.693], [-5.548, -3.204, 0.309], [-5.505, -2.057, -1.507], [-6.614, -3.068, 0.434], [-0.880, -1.780, 1.840], [3.446, 3.573, 1.484], [6.019, 1.659, -0.274], [-2.235, 2.049, -1.078], [-2.513, -4.715, 1.788], [-5.322, -4.371, 2.111], [0.473, -3.881, -0.189], [4.070, 2.544, -0.080], [-0.398, -3.505, -0.724], [0.820, -2.187, 1.590], [-1.383, -4.566, 1.221]],
  "mulliken_spin": [0.000, 0.000, 0.001, -0.002, -0.001, 0.003, 0.000, 0.000, 4.942, -0.002, 0.001, 0.005, 0.000, 0.012, -0.001, 0.011, 0.016, -0.010, 0.000, -0.003, 0.000, 0.000, 0.000, -0.001, 0.000, 0.006, 0.000, 0.000, 0.019, 0.001, 0.000, 0.000, 0.005, 0.000, 0.001, 0.000, 0.000, 0.000, 0.000, 0.000, 0.000, 0.000, 0.000, 0.000, 0.000, 0.000, 0.000, -0.003, 0.000, 0.000, 0.000]
}

no.,electronic energy (Ha)
1,-1103.6296
2,-1674.2648
3,-1262.3078
4,-5852.2950